Formula: C13H23BBrO10PS
Source: the Open Molecules 2025 dataset
Level of theory: ωB97M-V/def2-TZVPD

CARTESIAN COORDINATES (ANGSTROEM)
1 C -4.67034 2.21925 4.35840
2 C -3.55398 2.66882 3.45766
3 C -3.76880 2.46982 1.97003
4 O -2.42003 2.33071 1.49323
5 C -1.68760 1.83248 2.50154
6 O -0.57340 1.41060 2.37560
7 O -2.36410 1.86735 3.65909
8 H -4.97578 1.20061 4.11799
9 H -4.35219 2.24076 5.39940
10 H -5.52738 2.88281 4.24248
11 H -3.27751 3.70634 3.66417
12 H -4.25727 3.29880 1.46738
13 H -4.30089 1.53971 1.75882
14 C -1.74670 -2.36935 -1.14003
15 C -2.29516 -2.47801 -2.53373
16 C -1.46736 -1.81541 -3.61550
17 O -2.46326 -1.49806 -4.60238
18 C -3.63988 -1.32887 -3.95453
19 O -4.62277 -0.87059 -4.44471
20 O -3.53837 -1.75236 -2.67557
21 H -1.48815 -1.33487 -0.91160
22 H -2.47499 -2.71161 -0.40496
23 H -0.84260 -2.97045 -1.03046
24 H -2.50159 -3.52012 -2.79704
25 H -0.70285 -2.45366 -4.04938
26 H -1.01721 -0.88887 -3.25911
27 C 4.05985 2.67173 -2.84004
28 C 3.61672 1.51594 -1.98541
29 C 4.21965 0.16624 -2.32081
30 O 3.20132 -0.73414 -1.87220
31 C 2.01356 -0.08240 -1.95086
32 O 0.95225 -0.59955 -1.82318
33 O 2.21638 1.23467 -2.17711
34 H 3.96387 2.42881 -3.89884
35 H 3.44931 3.55036 -2.63805
36 H 5.10085 2.91474 -2.62563
37 H 3.76019 1.73936 -0.92384
38 H 5.15635 -0.04723 -1.81343
39 H 4.34386 0.04059 -3.39967
40 C 3.95821 -0.93178 1.93715
41 B 2.82235 -1.87847 2.44304
42 S 3.13058 -3.15604 3.70619
43 P 1.05207 -1.59011 1.60668
44 O 0.12507 -1.16849 2.88967
45 Br 0.48626 -3.72609 1.28531
46 H 4.63026 -1.51533 1.29534
47 H 4.54413 -0.53711 2.76764
48 H 3.57645 -0.10344 1.33743
49 H 4.24591 -3.64936 3.14908
50 H -0.09527 -0.21873 2.80476

## Properties
Total energy in Eh: -4600.07240
SMILES: C[C@@H]1COC(=O)O1.C[C@@H]1COC(=O)O1.C[C@@H]1COC(=O)O1.CB(S)P(O)Br
HOMO-LUMO gap in eV: 8.0
E_LUMO in eV: -0.1
HOMO level in eV: -8.1

From a natural (NBO) analysis of the wavefunction, the atomic charges in e read:
1. C -0.6285
2. C 0.0666
3. C -0.0964
4. O -0.4740
5. C 0.9959
6. O -0.6251
7. O -0.4831
8. H 0.2223
9. H 0.2352
10. H 0.2259
11. H 0.1865
12. H 0.2123
13. H 0.1924
14. C -0.6361
15. C 0.0687
16. C -0.0988
17. O -0.4984
18. C 0.9702
19. O -0.5853
20. O -0.5009
21. H 0.2284
22. H 0.2222
23. H 0.2402
24. H 0.1763
25. H 0.2013
26. H 0.2039
27. C -0.6264
28. C 0.0659
29. C -0.0937
30. O -0.4947
31. C 0.9784
32. O -0.5815
33. O -0.4933
34. H 0.2180
35. H 0.2342
36. H 0.2225
37. H 0.1842
38. H 0.2059
39. H 0.1832
40. C -1.0280
41. B 0.2693
42. S -0.1950
43. P 0.7904
44. O -1.0084
45. Br -0.2611
46. H 0.2571
47. H 0.2518
48. H 0.2278
49. H 0.1496
50. H 0.5223

=====

Formula: C13H23BF4NPTc
Source: the Open Molecules 2025 dataset
Level of theory: ωB97M-V/def2-TZVPD

CARTESIAN COORDINATES (ANGSTROEM)
1 C 1.55110 1.77271 -3.49996
2 C 2.49482 1.41621 -2.54376
3 C 2.13681 0.68985 -1.40118
4 C 0.78237 0.39167 -1.15064
5 C -0.14419 0.64563 -2.18754
6 C 0.22789 1.36520 -3.32344
7 C 3.23468 0.21277 -0.50660
8 C 2.75537 -0.44790 0.78033
9 N 1.85260 0.53782 1.47532
10 Tc 0.14000 -0.06684 0.73341
11 C -1.54772 0.14335 -2.11334
12 P -1.88109 -0.88610 -0.61680
13 H 3.54116 1.69440 -2.66438
14 H -0.54737 1.58376 -4.06114
15 H 1.83261 2.33697 -4.38516
16 H -1.78548 -0.49150 -2.98547
17 H -2.27606 0.97319 -2.13945
18 H 3.86813 -0.49343 -1.06995
19 H 3.89867 1.05842 -0.25566
20 H 2.18963 -1.37164 0.55861
21 C -2.83315 -2.24251 -1.43504
22 C -3.21167 0.00965 0.23452
23 H 3.58883 -0.69469 1.44621
24 C 1.96949 0.43395 2.98059
25 C -0.66637 1.73101 1.26574
26 H -1.08250 -2.03994 -0.06406
27 H 1.58679 1.35135 3.44379
28 H 1.41834 -0.43708 3.35605
29 H 3.03971 0.35564 3.22947
30 H 0.13513 2.46904 1.46370
31 H -1.34583 2.21448 0.56493
32 H -1.21295 1.59977 2.22140
33 H -4.16875 -0.31884 -0.19184
34 H -3.17689 -0.22860 1.30399
35 H -3.11094 1.09126 0.08369
36 H -2.22667 -2.63643 -2.26041
37 H -2.97867 -3.02949 -0.68347
38 H -3.80385 -1.88622 -1.80773
39 H 2.29401 1.49051 1.31986
40 F -0.01141 -1.94617 2.30351
41 B -1.38783 -2.08722 3.02852
42 F -1.13976 -2.80480 4.17029
43 F -1.75809 -0.74643 3.26355
44 F -2.24089 -2.71278 2.11953

## Properties
Spin multiplicity: 4
Total energy in Eh: -1409.79204
Charge: +2
HOMO-LUMO gap (spin up / spin down) in eV: 7.2 / 4.1
E_LUMO (spin up / spin down) in eV: -9.1 / -11.4
HOMO level (spin up / spin down) in eV: -16.3 / -15.5
Energy above the lowest of the compared OMol25 structures with the same formula, charge and spin in kJ/mol: 21.3

From a Löwdin analysis of the wavefunction, the atomic charges in e read:
1. C 0.0176
2. C 0.0538
3. C -0.1866
4. C -0.1817
5. C -0.2464
6. C 0.0464
7. C -0.1145
8. C -0.1695
9. N -0.2795
10. Tc 1.3219
11. C -0.2264
12. P 0.8694
13. H 0.1498
14. H 0.1501
15. H 0.1381
16. H 0.1182
17. H 0.1389
18. H 0.1627
19. H 0.1533
20. H 0.1303
21. C -0.1797
22. C -0.1701
23. H 0.1473
24. C -0.0143
25. C -0.1767
26. H 0.1455
27. H 0.1087
28. H 0.0952
29. H 0.1147
30. H 0.0348
31. H 0.0197
32. H 0.0548
33. H 0.0861
34. H 0.0622
35. H 0.0591
36. H 0.0744
37. H 0.0749
38. H 0.0854
39. H 0.1666
40. F -0.1094
41. B -1.1333
42. F 0.1899
43. F 0.0948
44. F 0.1232

=====

Formula: C13H23BF4NPZn
Source: the Open Molecules 2025 dataset
Level of theory: ωB97M-V/def2-TZVPD

CARTESIAN COORDINATES (ANGSTROEM)
1 C 0.88530 -1.82741 3.21582
2 C 1.31005 -0.51728 3.05168
3 C 0.86579 0.24060 1.95875
4 C 0.03643 -0.32893 0.98821
5 C -0.45050 -1.61124 1.21649
6 C -0.02494 -2.36961 2.32017
7 C 1.39090 1.65697 1.88661
8 C 1.52798 2.29592 0.50429
9 N 1.69159 1.33624 -0.68557
10 Zn -0.54482 0.85215 -0.55376
11 C -1.53625 -2.17298 0.33201
12 P -1.38966 -1.31076 -1.28199
13 H 2.01991 -0.05340 3.73833
14 H -0.43800 -3.37365 2.42837
15 H 1.23591 -2.40196 4.06242
16 H -2.53144 -1.89681 0.74059
17 H -1.48100 -3.27512 0.22335
18 H 0.68166 2.32014 2.41611
19 H 2.36979 1.75041 2.38729
20 H 0.57540 2.87099 0.32146
21 C -2.97072 -1.74153 -2.05544
22 C -0.17210 -2.34431 -2.18347
23 H 2.37698 3.02800 0.51778
24 C 2.50172 0.12320 -0.36323
25 C 2.37134 2.08725 -1.79250
26 H -0.65194 1.88329 -2.01445
27 H 3.37746 0.07874 -1.03205
28 H 2.84471 0.16066 0.68728
29 H 1.88299 -0.78513 -0.50845
30 H 3.38810 1.69522 -1.96598
31 H 1.82930 2.01546 -2.74297
32 H 2.48710 3.15115 -1.53931
33 H -0.60878 -3.33613 -2.39183
34 H 0.07803 -1.82756 -3.12363
35 H 0.75948 -2.46615 -1.61296
36 H -3.20926 -2.80699 -1.90853
37 H -3.75531 -1.10651 -1.62213
38 H -2.90108 -1.51278 -3.12591
39 H -0.46230 1.17443 -2.35261
40 F -1.79335 1.72907 0.99371
41 B -3.14488 2.09997 0.35527
42 F -4.03256 2.48202 1.34496
43 F -2.83751 3.13027 -0.54739
44 F -3.55151 0.90410 -0.28681

## Properties
Total energy in Eh: -3109.04559
HOMO-LUMO gap in eV: 8.0
E_LUMO in eV: 0.0
HOMO level in eV: -8.0

From a natural (NBO) analysis of the wavefunction, the atomic charges in e read:
1. C -0.2201
2. C -0.2246
3. C -0.0474
4. C -0.6373
5. C 0.0348
6. C -0.2430
7. C -0.4664
8. C -0.2270
9. N -0.5697
10. Zn 1.5950
11. C -0.7555
12. P 0.7551
13. H 0.2016
14. H 0.2018
15. H 0.2106
16. H 0.2562
17. H 0.2297
18. H 0.2497
19. H 0.2113
20. H 0.1999
21. C -0.9537
22. C -0.9460
23. H 0.2015
24. C -0.4182
25. C -0.4178
26. H -0.0179
27. H 0.1905
28. H 0.2199
29. H 0.2147
30. H 0.2007
31. H 0.1936
32. H 0.2071
33. H 0.2350
34. H 0.2310
35. H 0.2468
36. H 0.2274
37. H 0.2758
38. H 0.2333
39. H 0.0515
40. F -0.6195
41. B 1.3678
42. F -0.5411
43. F -0.5630
44. F -0.5743

=====

Formula: C13H23BN6OSiTc
Source: the Open Molecules 2025 dataset
Level of theory: ωB97M-V/def2-TZVPD

CARTESIAN COORDINATES (ANGSTROEM)
1 C 0.39329 2.31097 1.33027
2 N 0.71842 1.45296 0.33293
3 N 1.14445 2.18811 -0.76636
4 C 1.15043 3.49420 -0.43102
5 C 0.64880 3.61663 0.86736
6 B 1.54037 1.51997 -2.11633
7 N 2.41330 0.26270 -1.80845
8 N 2.09836 -0.68531 -0.80907
9 C 3.16937 -1.53444 -0.70620
10 C 4.15551 -1.11710 -1.59346
11 C 3.65992 0.00198 -2.24699
12 Tc 0.38037 -0.66055 0.28005
13 N 0.28856 1.29786 -3.07085
14 N -0.72823 0.50138 -2.56661
15 C -1.68113 0.39097 -3.49711
16 C -1.30535 1.16230 -4.62467
17 C -0.06299 1.71262 -4.31161
18 H -2.57828 -0.20529 -3.37853
19 H 0.54910 2.36164 -4.91953
20 H -1.87539 1.27478 -5.52403
21 H 2.23998 2.29552 -2.70961
22 H 4.12861 0.65197 -2.97291
23 H 1.48983 4.22128 -1.16296
24 H 5.11006 -1.60148 -1.70835
25 H 0.44410 4.51475 1.41425
26 H 3.17485 -2.37244 -0.01204
27 H -0.01698 1.93863 2.26768
28 H 0.22834 -2.58343 -0.29678
29 C 0.69949 -2.60293 0.72583
30 H 1.52461 -3.29808 0.59018
31 H 1.34715 -1.54996 1.14420
32 H 0.05270 -3.07488 1.47054
33 C -3.17967 0.44107 3.22422
34 Si -2.09936 -0.94877 2.59725
35 C -1.26184 -1.83331 4.03148
36 C -3.20508 -2.17442 1.68759
37 O -0.92438 -0.27720 1.67943
38 H -3.91160 0.10801 3.96842
39 H -3.72954 0.90963 2.40185
40 H -2.57112 1.22626 3.68307
41 H -1.99162 -2.09620 4.80758
42 H -0.75006 -2.75585 3.73390
43 H -0.51018 -1.18103 4.49346
44 H -3.73693 -1.69628 0.85582
45 H -2.66200 -3.03260 1.27545
46 H -3.96825 -2.57459 2.37067

## Properties
Spin multiplicity: 4
Total energy in Eh: -1306.24115
Charge: +4
HOMO-LUMO gap (spin up / spin down) in eV: 4.4 / 4.1
E_LUMO (spin up / spin down) in eV: -17.2 / -17.7
HOMO level (spin up / spin down) in eV: -21.6 / -21.7

From a Löwdin analysis of the wavefunction, the atomic charges in e read:
1. C 0.0524
2. N -0.0309
3. N 0.0596
4. C 0.1291
5. C 0.1950
6. B -0.4334
7. N 0.0156
8. N -0.1417
9. C -0.0324
10. C 0.0681
11. C 0.0634
12. Tc 1.5310
13. N 0.0188
14. N 0.0988
15. C -0.0068
16. C 0.1600
17. C 0.1019
18. H 0.1507
19. H 0.1745
20. H 0.1607
21. H 0.1446
22. H 0.1701
23. H 0.1861
24. H 0.1505
25. H 0.1695
26. H 0.1313
27. H 0.1522
28. H 0.1054
29. C -0.0767
30. H 0.0962
31. H 0.0731
32. H 0.0874
33. C -0.1151
34. Si 0.3796
35. C -0.0731
36. C -0.1045
37. O -0.3887
38. H 0.0792
39. H 0.0574
40. H 0.0484
41. H 0.0896
42. H 0.0500
43. H 0.0654
44. H 0.0593
45. H 0.0424
46. H 0.0858